ORCA calculation (wB97M-V/def2-TZVPD) on a 2-piece molecular cluster, H4N4 overall in a non-equilibrium geometry.

## Properties
Relative energy (zero: lowest compared OMol25 entry of this formula, charge and spin) in kJ/mol: 734.50
Total energy in Eh: -221.13289
Maximum force in eV Å⁻¹: 4.1
HOMO (spin up / spin down) in eV: -9.431 / -9.128

Cartesian coordinates (Å):
N  1.9488  -0.6249  0.0094
N  0.8749  1.3191  -0.0972
N  -0.2944  -0.6041  -0.1343
N  0.9065  0.1283  -0.0926
H  2.7427  -0.0009  0.0280
H  -1.6927  1.7065  -0.3461
H  -0.0653  -1.5413  0.0496
H  -1.1133  -0.5031  -0.6891

Atomic forces in eV per Å
0.094 -0.762 -0.152
-0.538 4.084 -0.245
0.559 -0.283 1.565
-1.275 -3.574 -0.694
0.326 0.256 0.218
0.099 0.125 0.016
0.526 -1.210 0.185
0.210 1.363 -0.893

natural (NBO) charges, unit e, in atom order: N -0.594; N -0.079; N -0.668; N 0.207; H 0.335; H 0.001; H 0.391; H 0.407